1.
Formula: C5H10O
Source: the Open Molecules 2025 dataset
Level of theory: ωB97M-V with the def2-TZVPD basis set

Computed properties:
HOMO level in eV: -10.071
Calculated total energy in eV: -7393.5773
SMILES string: CC[C@@]1(C)CO1

```
16
Properties=species:S:1:pos:R:3:forces:R:3
C -0.348846 1.897182 -0.235536 0.030 0.047 0.022
C -0.944225 0.493386 -0.354715 -0.049 -0.055 -0.009
C 0.001347 -0.665522 -0.035380 0.086 0.259 0.130
C 1.492524 -0.416474 -0.106537 0.052 -0.011 -0.023
C -0.464573 -1.772500 0.808848 -0.026 -0.014 0.362
O -0.419614 -1.907131 -0.604071 -0.027 -0.094 -0.161
H 0.462071 2.057668 -0.954774 -0.116 -0.045 0.151
H 0.041165 2.104422 0.767505 -0.056 -0.078 -0.136
H -1.121805 2.642616 -0.445565 0.102 -0.082 0.026
H -1.297613 0.339575 -1.381773 0.068 0.022 0.117
H -1.829752 0.419071 0.289816 0.142 -0.027 -0.145
H 1.783694 0.052334 -1.053296 -0.076 -0.104 0.116
H 1.821988 0.237793 0.709801 -0.098 -0.071 -0.158
H 2.023574 -1.368816 -0.014165 -0.091 0.142 -0.035
H -1.463216 -1.741041 1.250486 0.180 0.023 -0.141
H 0.263281 -2.372563 1.359354 -0.120 0.089 -0.116
```
Positions in Å, forces in eV/Å.



2.
Formula: C42H112CuN8O14
Source: the Open Molecules 2025 dataset
Level of theory: ωB97M-V with the def2-TZVPD basis set

Computed properties:
HOMO level in eV: -7.871
Calculated total energy in eV: -130564.2362
Total charge: +1

```
177
Properties=species:S:1:pos:R:3:forces:R:3
N 1.683902 -1.926308 5.482514 -0.690 -0.253 0.009
H 1.115962 -2.761438 5.472534 -0.076 -0.508 -0.031
H 2.605122 -2.124528 5.846054 0.942 0.026 0.466
H 1.181572 -1.288668 6.083494 -0.207 0.785 0.421
H 1.721682 -1.561728 4.541364 0.211 0.429 -0.737
N 5.579872 -3.973668 3.158274 -1.047 0.116 1.073
H 6.553142 -4.234968 3.090684 0.371 -0.031 -0.183
H 5.233482 -3.310708 2.479604 0.013 0.248 -0.901
H 5.382362 -3.543498 4.050484 0.729 0.967 1.134
H 4.950712 -4.757238 3.259644 0.034 -0.820 -0.828
Cu 0.967572 -5.277078 1.184444 0.092 0.276 -1.157
C 2.108772 0.466582 -0.341876 -0.307 -0.288 1.366
C 2.890392 -0.290548 0.765734 0.457 -2.293 -0.227
C 3.366542 0.650002 1.881644 -0.398 0.104 -0.370
O 2.360062 -1.499918 1.342274 -0.283 1.106 -0.006
H 1.602912 -0.118548 -1.109876 -0.116 -0.438 0.468
H 2.804682 1.087462 -0.906086 -0.057 0.435 0.375
H 1.409992 1.019662 0.285754 -0.532 0.630 -0.852
H 3.769112 -0.608838 0.204804 0.818 -0.062 0.127
H 2.586632 0.950242 2.581424 -0.495 -0.311 -0.041
H 3.675852 1.599982 1.445764 0.599 -0.026 0.050
H 4.135752 0.158922 2.477674 0.238 0.224 -0.160
C 6.901722 -1.654518 9.412514 -1.331 1.007 0.060
C 6.139502 -1.180148 8.119754 -1.544 -2.316 -0.136
C 7.016542 -0.374478 7.244544 0.770 0.544 -0.602
O 5.534752 -2.268398 7.381214 0.488 0.389 0.284
H 7.463312 -2.570248 9.227714 0.080 0.225 0.211
H 6.246902 -1.704398 10.282474 -0.841 -1.306 -0.305
H 7.432272 -0.837348 9.901244 1.249 0.200 -0.902
H 5.265402 -0.570358 8.348264 0.123 0.544 0.938
H 7.720232 0.217812 7.829454 0.002 0.319 -0.116
H 6.386962 0.269062 6.630064 0.235 0.130 -0.231
H 7.592952 -1.036978 6.598824 0.079 -0.058 -0.090
C 1.895762 -6.209338 -10.276776 0.878 -0.500 -0.792
O 0.686302 -5.690878 -9.779876 1.050 -0.675 1.213
C 0.049492 -6.467298 -8.726516 -0.306 0.389 -1.523
C -1.038078 -5.582528 -8.241986 -1.290 2.245 1.698
N -0.641588 -4.559198 -7.170486 0.425 -0.713 -0.237
C 0.311432 -3.570658 -7.687486 0.917 -1.825 -0.188
C 0.475392 -2.421618 -6.710226 0.534 -0.630 0.108
O 1.542492 -1.631968 -7.143336 -0.058 1.098 -1.240
C 1.954752 -0.497938 -6.372166 -0.593 -1.231 -0.236
H 2.671322 -6.574878 -9.603716 -0.417 0.169 1.124
H 2.455132 -5.470188 -10.850236 -0.580 0.405 -0.097
H 1.774512 -7.068008 -10.937156 -0.558 -0.111 -0.270
H 0.641902 -6.883198 -7.911546 0.724 0.458 -0.122
H -0.429398 -7.313118 -9.219816 -0.019 -0.306 -0.025
H -1.886848 -6.170738 -7.893146 0.149 -0.046 0.437
H -1.440628 -5.008848 -9.076816 0.108 -0.150 -0.458
H -1.361518 -3.943618 -6.819986 -1.170 -0.885 -0.225
H 0.074992 -3.400598 -8.737856 -0.100 1.141 -0.012
H 1.251012 -4.119368 -7.752316 0.435 0.356 0.013
H 0.783512 -2.834168 -5.749506 -0.270 -0.398 0.408
H -0.496778 -1.956898 -6.545866 -0.055 0.829 -0.164
H 2.349252 -0.931898 -5.453386 0.293 0.597 0.372
H 1.137312 0.192962 -6.165866 -0.162 -0.034 0.093
H 2.702452 0.029422 -6.964556 0.074 -0.206 0.207
C 5.474232 -4.493258 -4.087316 1.753 -0.179 1.042
O 5.082022 -4.902478 -2.791956 -0.430 0.003 -0.153
C 3.675842 -4.988838 -2.705966 0.463 -0.351 1.297
C 3.390762 -6.406158 -2.152566 -1.204 -0.151 -0.505
N 1.949322 -6.660578 -1.805566 0.562 1.654 -0.187
C 1.055542 -6.364308 -2.942926 -0.686 -0.604 0.584
C -0.419288 -6.565048 -2.557416 -0.045 1.289 0.076
O -0.683388 -5.628858 -1.449376 0.702 -1.223 -0.865
C -2.031698 -5.375818 -1.164346 -0.413 0.062 1.411
H 5.212242 -3.460408 -4.316856 -0.557 -0.106 -0.209
H 5.185462 -5.251898 -4.814756 -0.088 0.328 -0.332
H 6.554172 -4.487308 -3.939726 0.201 -0.044 -0.812
H 3.289922 -4.862498 -3.717506 -0.568 -0.015 0.225
H 3.378702 -4.180038 -2.038406 -0.671 0.032 -0.045
H 4.005272 -6.709468 -1.304936 0.078 0.528 0.033
H 3.734772 -6.996478 -3.001846 -0.150 -0.724 -0.045
H 1.755922 -7.601288 -1.492886 0.410 -0.195 -0.144
H 1.366172 -7.003888 -3.769086 -0.420 -0.171 -0.381
H 1.081542 -5.343178 -3.323326 0.570 0.118 0.481
H -0.746148 -7.592708 -2.398706 0.289 -0.163 0.789
H -1.042498 -6.241668 -3.391156 0.057 0.190 -0.219
H -2.056348 -4.423698 -0.634286 -0.123 0.562 -0.750
H -2.405258 -6.001648 -0.353856 -0.055 -0.886 -0.137
H -2.746548 -5.452578 -1.983616 0.326 0.295 -0.266
C -9.731768 -1.593368 -5.069906 -0.258 -0.226 -0.531
O -8.342598 -1.630038 -5.069626 0.868 0.623 -0.575
C -7.673388 -2.250678 -4.010226 1.028 0.443 -0.286
C -6.155708 -2.314308 -4.446326 -1.756 -1.308 2.431
N -5.353488 -1.323438 -3.795726 1.284 2.254 -1.136
C -5.312978 -0.038168 -4.478146 1.556 0.984 -0.801
C -4.297948 0.971152 -3.756126 -1.627 -0.668 -3.008
O -4.938618 1.471332 -2.654216 0.119 -1.039 2.560
C -4.100198 1.695372 -1.551506 -1.365 2.762 1.677
H -10.107538 -0.792068 -5.706166 0.434 0.196 -0.129
H -10.150438 -1.381238 -4.086126 -0.167 -0.605 0.187
H -9.994608 -2.517308 -5.585006 -1.063 -0.261 0.652
H -8.022398 -3.229778 -3.682136 -0.454 -0.411 -0.650
H -7.805598 -1.624448 -3.127916 0.318 0.216 0.363
H -6.142538 -2.411728 -5.531886 0.449 0.694 0.076
H -5.737308 -3.231178 -4.031126 -0.309 -0.570 -0.304
H -5.633208 -1.024538 -2.872406 -0.508 -1.004 0.341
H -6.281898 0.390742 -4.733746 -0.588 0.599 1.269
H -5.054948 -0.127718 -5.533376 1.149 -0.634 -0.069
H -4.180938 1.848322 -4.392506 0.375 -0.122 -0.691
H -3.309218 0.541322 -3.595656 -0.166 -0.358 0.300
H -3.685658 0.973202 -0.848136 0.407 -1.180 -1.213
H -4.745528 2.194262 -0.828486 -0.638 0.050 0.129
H -3.455428 2.561552 -1.700146 0.928 -0.451 -0.579
C -6.025438 -1.121208 2.632564 -1.974 -0.173 -0.706
O -6.075278 -0.266558 3.720704 0.365 -0.608 0.641
C -4.845228 0.274832 4.093554 -0.599 -0.211 -0.777
C -3.662788 -0.667608 4.093204 1.420 0.359 0.217
N -2.423488 0.111312 4.261214 0.865 -0.248 1.595
C -2.137338 1.029912 5.403414 -0.386 -0.249 0.540
C -2.344288 0.426112 6.833304 0.737 -0.300 0.058
O -1.096068 -0.256308 7.188394 0.387 -1.132 -2.088
C -0.752428 -0.657978 8.503164 -1.321 0.914 0.107
H -7.051418 -0.928958 2.318714 -0.030 -1.021 -0.989
H -5.884348 -2.170138 2.893204 0.031 -0.128 0.200
H -5.357328 -0.900328 1.800124 0.310 0.591 0.141
H -5.149928 0.666162 5.064184 1.131 0.618 0.088
H -4.630408 0.990952 3.300374 0.382 0.880 0.482
H -3.435038 -1.202068 3.170934 -0.755 0.392 -0.559
H -3.798618 -1.530518 4.745164 0.154 0.241 0.895
H -1.852068 0.213702 3.434714 -0.259 0.147 0.366
H -2.657638 1.981702 5.296284 -0.673 -0.056 0.262
H -1.111398 1.391482 5.472744 0.354 -0.527 -0.754
H -3.229318 -0.210138 6.835434 0.200 -0.666 0.023
H -2.533048 1.129202 7.644564 0.050 0.693 -0.399
H -1.584038 -1.198308 8.955454 -0.314 0.577 0.525
H -0.441688 0.285502 8.951914 -0.182 -0.369 1.085
H 0.042702 -1.393378 8.625904 0.475 0.156 -1.033
C 3.841762 6.392442 -1.019246 -1.212 -1.011 1.451
O 3.149732 6.958962 -2.051046 -0.540 0.800 -3.209
C 2.954702 6.117622 -3.225936 -0.336 1.279 -0.327
C 2.010432 6.850222 -4.226856 0.070 0.114 0.255
N 1.921652 6.325692 -5.600216 1.360 -1.328 1.020
C 3.169622 6.277142 -6.468186 -2.636 0.340 0.386
C 3.729502 7.643582 -6.655836 2.635 0.560 -0.634
O 4.817072 7.568852 -7.662496 -1.592 1.096 0.652
C 5.358572 8.905502 -7.880056 -0.831 -2.018 -0.350
H 3.220562 5.532762 -0.767896 0.622 -0.911 0.498
H 3.690142 7.042552 -0.157576 0.544 0.250 -0.040
H 4.888492 6.122062 -1.158366 0.080 0.123 -0.317
H 2.403962 5.212522 -2.969856 0.463 -0.367 0.296
H 3.897932 5.911042 -3.731646 0.264 -0.248 0.301
H 2.193902 7.923682 -4.272876 0.370 0.199 0.551
H 1.036542 6.707502 -3.758596 -0.280 0.301 -0.290
H 1.060892 6.693732 -5.979356 0.534 -0.056 -0.749
H 2.830272 5.826602 -7.400896 0.139 0.207 -0.166
H 3.941462 5.609542 -6.085216 -0.246 0.015 0.376
H 4.208402 7.971902 -5.733356 0.273 -0.167 0.462
H 3.058722 8.488122 -6.813636 -0.607 -0.383 -0.849
H 5.615112 9.243202 -6.875946 0.659 0.680 -0.434
H 4.640072 9.543602 -8.394546 -0.388 0.212 0.427
H 6.116112 8.736402 -8.645326 0.653 0.300 0.695
C 1.463612 3.866612 7.305554 -1.903 -0.299 1.262
O 0.492062 4.823382 7.756944 1.176 0.098 -0.084
C 0.142202 5.736682 6.742034 -1.711 0.073 1.711
C -1.184438 6.433312 7.285324 1.348 -1.537 0.023
N -2.150938 5.446332 7.801604 -0.074 -0.843 -1.426
C -3.358198 6.114102 8.223334 -0.599 0.695 -0.186
C -4.484218 5.159202 8.581684 -0.675 -0.512 0.754
O -5.734598 5.753392 9.096854 0.125 -1.746 0.613
C -6.698988 4.747142 9.687014 0.723 0.834 -0.573
H 2.337332 4.228682 6.763694 0.062 0.335 0.402
H 0.910352 3.164962 6.681304 0.179 -0.239 -0.464
H 1.615032 3.362712 8.260154 1.079 -0.287 -0.355
H 0.018972 5.096302 5.868634 -0.308 0.729 -0.686
H 0.921942 6.496412 6.687974 0.057 0.073 -0.647
H -1.579358 7.062852 6.487944 -0.338 -0.051 0.236
H -0.892838 7.013032 8.161114 0.352 0.739 -0.253
H -1.762368 4.980722 8.609264 0.430 -0.081 -0.140
H -3.710248 6.657492 7.346474 0.086 0.789 0.378
H -3.030448 6.705902 9.077994 -0.932 0.875 0.097
H -4.038208 4.516292 9.340524 -0.377 -0.487 0.235
H -4.690458 4.578592 7.682534 -0.165 -0.230 0.015
H -7.433318 4.391632 8.964184 0.317 0.125 -0.495
H -7.304038 5.171822 10.488044 0.389 0.796 -0.130
H -6.264228 3.865982 10.158844 0.759 0.086 -0.303
```
Positions in Å, forces in eV/Å.